An isolated molecule of CH4S in a non-equilibrium geometry, computed with ωB97M-V/def2-TZVPD.

* ΔE to the lowest compared entry with this formula, charge and spin: 30.6 kJ/mol
* E_HOMO: -9.2 eV
* SMILES: CS
* HOMO-LUMO gap: 10.232 eV
* lowest unoccupied orbital energy: 1.064 eV

Structure (ORCA input):
```
! wB97M-V def2-TZVPD RIJCOSX def2/J DEFGRID3
* xyz 0 1
C 0.82 0.76 -0.19
S -0.48 -0.45 0.05
H 0.71 1.73 -0.70
H 1.48 0.24 -0.95
H 1.53 0.91 0.60
H -0.81 0.04 1.26
*
```

A cluster of 2 separate species, CH4S2 in total, computed with ωB97M-V/def2-TZVPD.

* ΔE to the lowest compared entry with this formula, charge and spin: 119.5 kJ/mol
* E_HOMO: -9.0 eV
* SMILES: C=S.S
* HOMO-LUMO gap: 8.565 eV
* lowest unoccupied orbital energy: -0.404 eV

Structure (ORCA input):
```
! wB97M-V def2-TZVPD RIJCOSX def2/J DEFGRID3
* xyz 0 1
C 0.61 1.35 -1.92
S -1.09 -1.17 2.26
S 1.11 -0.11 -1.50
H 0.50 1.65 -2.96
H 0.36 2.10 -1.18
H -1.51 -1.96 3.23
H 0.02 -1.87 2.07
*
```

An isolated molecule of CH4S3Si in a non-equilibrium geometry, computed with ωB97M-V/def2-TZVPD.

* ΔE to the lowest compared entry with this formula, charge and spin: 36.5 kJ/mol
* E_HOMO: -8.7 eV
* SMILES: [SiH3]SC(=S)S
* HOMO-LUMO gap: 8.349 eV
* lowest unoccupied orbital energy: -0.378 eV

Structure (ORCA input):
```
! wB97M-V def2-TZVPD RIJCOSX def2/J DEFGRID3
* xyz 0 1
C -0.36 1.12 -0.05
Si 0.70 -1.67 0.01
S -1.74 0.34 0.50
S -0.35 2.79 -0.31
S 1.27 0.46 -0.17
H -0.20 -1.69 1.08
H 0.41 -1.95 -1.35
H 1.88 -2.27 0.28
H -1.60 2.88 0.02
*
```

A structure of composition CH5AsCl3GeN5O2PbS4 in a non-equilibrium geometry, computed with ωB97M-V/def2-TZVPD.

* ΔE to the lowest compared entry with this formula, charge and spin: 0.0 kJ/mol
* E_HOMO (spin up / spin down): -4.5 / -4.5 eV
* HOMO-LUMO gap (spin up / spin down): 6.689 / 5.682 eV
* lowest unoccupied orbital energy (spin up / spin down): 2.164 / 1.227 eV

Structure (ORCA input):
```
! wB97M-V def2-TZVPD RIJCOSX def2/J DEFGRID3
* xyz -1 2
Pb -0.47 -0.91 0.93
N 0.58 1.68 0.42
N -0.28 2.77 0.33
C -1.55 2.60 -0.07
N -2.29 3.69 -0.33
N -2.00 1.37 -0.22
N -3.26 1.10 -0.55
O -4.16 1.93 -0.34
O -3.46 0.00 -1.01
H 1.22 1.80 1.21
H 1.16 1.55 -0.43
H 0.13 3.69 0.21
H -1.92 4.61 -0.17
H -3.29 3.52 -0.39
S -0.14 -3.49 1.68
As -0.71 -3.98 -0.37
S -3.26 -1.84 0.78
S -0.15 -2.09 -1.37
S -3.11 -3.58 -0.11
Cl 2.32 -0.65 1.27
Ge 3.38 -0.78 -0.89
Cl 5.49 -0.40 -0.17
Cl 3.03 1.46 -1.49
*
```

A structure of composition CH5BBrO10PS in a non-equilibrium geometry, computed with ωB97M-V/def2-TZVPD.

* E_HOMO: 0.4 eV
* HOMO-LUMO gap: 2.393 eV
* lowest unoccupied orbital energy: 2.774 eV

Structure (ORCA input):
```
! wB97M-V def2-TZVPD RIJCOSX def2/J DEFGRID3
* xyz -2 1
O -1.65 0.73 -3.23
P -0.56 1.00 -2.30
O 0.83 0.50 -2.90
O -0.33 2.61 -2.03
Br 0.32 3.51 -3.48
O -0.75 0.52 -0.84
C 0.19 -0.46 -0.25
B 1.38 0.26 0.49
O 2.72 -0.09 0.22
O 1.12 1.21 1.44
H 1.57 1.06 -2.67
H -0.36 -1.01 0.54
H 0.51 -1.21 -0.97
H 2.95 0.20 -0.66
H 1.52 2.05 1.23
O -1.83 -0.95 3.94
S -1.91 -2.18 3.09
O -3.33 -2.51 2.80
O -1.23 -3.32 3.78
O -1.19 -1.92 1.79
*
```

An isolated molecule of CH5BO in a non-equilibrium geometry, computed with ωB97M-V/def2-TZVPD.

* ΔE to the lowest compared entry with this formula, charge and spin: 195.4 kJ/mol
* E_HOMO: -10.6 eV
* SMILES: CBO
* HOMO-LUMO gap: 11.295 eV
* lowest unoccupied orbital energy: 0.679 eV

Structure (ORCA input):
```
! wB97M-V def2-TZVPD RIJCOSX def2/J DEFGRID3
* xyz 0 1
B -0.43 -0.40 -0.17
C 1.05 0.03 -0.04
O -1.53 0.94 0.19
H -1.08 -1.40 -0.41
H 1.12 -0.24 1.00
H 1.46 1.04 0.01
H 1.87 -0.55 -0.49
H -2.44 0.58 -0.09
*
```

An isolated molecule of CH5BS2 in a non-equilibrium geometry, computed with ωB97M-V/def2-TZVPD.

* ΔE to the lowest compared entry with this formula, charge and spin: 108.3 kJ/mol
* E_HOMO: -9.2 eV
* SMILES: CB(S)S
* HOMO-LUMO gap: 9.470 eV
* lowest unoccupied orbital energy: 0.221 eV

Structure (ORCA input):
```
! wB97M-V def2-TZVPD RIJCOSX def2/J DEFGRID3
* xyz 0 1
B 0.08 -0.17 -0.28
C 0.50 1.35 -0.22
S -1.90 -0.44 -0.23
S 1.17 -1.61 -0.05
H -0.11 1.70 0.62
H 0.36 1.95 -1.03
H 1.44 1.27 0.19
H -2.01 -1.37 0.64
H 0.46 -2.67 0.37
*
```

A cluster of 2 separate species, CH5BrN2 in total in a non-equilibrium geometry, computed with ωB97M-V/def2-TZVPD.

* ΔE to the lowest compared entry with this formula, charge and spin: 433.7 kJ/mol
* E_HOMO: -8.4 eV
* HOMO-LUMO gap: 6.435 eV
* lowest unoccupied orbital energy: -1.936 eV

Structure (ORCA input):
```
! wB97M-V def2-TZVPD RIJCOSX def2/J DEFGRID3
* xyz 0 1
C 0.26 -0.60 1.17
N -0.37 0.62 0.92
N -0.16 1.05 -1.97
Br 0.05 -0.70 -2.18
H 1.32 -0.62 1.43
H -0.30 -1.50 1.57
H 0.31 -1.14 -0.02
H 0.09 1.49 1.03
H -1.20 1.39 -1.96
*
```